A molecular structure, C19H24GaN4O3 at a distorted geometry, computed with ωB97M-V/def2-TZVPD.

Last column: Mulliken charge in e.
CARTESIAN COORDINATES (ANGSTROEM)
C 2.77032 -0.91671 0.17129  0.0776
C 4.05532 -2.56481 2.06959  -0.6782
H 4.54452 -3.21471 2.77569  0.4110
C -0.71008 -3.01401 -0.11731  -0.6110
C 1.40442 0.03679 2.03179  -0.4959
C 3.77192 -1.31731 -2.60811  -0.4987
N 0.51742 0.55099 1.24809  0.8682
H 5.21252 -3.25861 0.39169  0.4764
H 2.73052 -1.59751 -2.79811  0.0674
H -2.29208 6.17959 -1.27621  0.4119
C -1.47358 4.35989 -0.52771  -0.3584
C 3.05652 -1.70821 2.47359  -0.9078
H 3.85002 -0.23331 -2.51511  0.2714
H -0.89198 -2.58671 0.87359  0.2849
C -2.93598 -0.86841 -1.43681  -0.9399
O -0.06928 2.00559 -0.72991  -0.6306
C 4.43252 -2.59881 0.73999  -0.6847
H -3.36598 5.15699 2.73059  0.4012
H -3.03908 -1.85261 0.47139  0.3725
C -2.02908 -3.20071 -0.86171  -0.7450
C -0.52918 2.30709 0.45689  0.3915
O 4.28962 -1.97941 -1.47151  -0.4722
Ga 0.37162 0.13309 -0.68521  0.9618
H -2.00448 3.09759 2.57139  0.4542
C -2.23128 5.50989 -0.43251  -0.6819
C -2.07228 3.78179 1.74109  -0.3048
C -1.37408 3.49559 0.56579  0.4799
N -1.90808 0.04769 -0.91131  -0.4862
C -3.07518 -2.12421 -0.58601  -0.5723
H 0.27752 -2.41051 -1.80751  0.3126
H 2.76262 -1.66631 3.50929  0.4836
H -0.93718 4.12549 -1.43761  0.4846
H -2.68458 -1.12461 -2.46921  0.4256
H -4.05968 -2.54681 -0.78161  0.3522
N 0.23522 -2.13171 -0.82461  -0.4207
H -2.13658 0.24019 0.06849  0.2845
H -2.02308 0.94499 -1.38661  0.3298
H 4.39022 -1.66631 -3.43471  0.3019
H 1.16692 -2.32391 -0.44711  0.1021
H -1.84428 -3.25811 -1.93581  0.3775
H -3.89838 -0.34321 -1.44331  0.4157
H -2.44828 -4.15811 -0.55541  0.3491
H -0.24008 -3.99541 0.01259  0.4794
C -2.89888 5.80639 0.74699  -0.3765
N -0.25088 1.61419 1.53799  -1.1480
C 2.38532 -0.89851 1.54669  1.0246
H 1.47262 0.39719 3.05659  0.4883
O 2.20642 -0.09691 -0.74071  -0.6815
C 3.81682 -1.78801 -0.21691  0.8224
H -3.46668 6.72049 0.82549  0.4086
C -2.83068 4.93279 1.82189  -0.6782

Force components x, y, z for each atom (eV/Å):
C 0.1 -0.1 0.1
C 0.0 0.0 -0.1
H 0.1 0.0 0.1
C -0.3 -0.3 0.0
C -0.6 0.8 0.0
C 0.0 0.2 -0.3
N 0.7 -1.4 -0.9
H 0.1 -0.1 0.0
H 0.1 0.0 0.0
H 0.0 0.1 -0.1
C 0.1 -0.3 0.1
C -0.2 0.1 -0.1
H 0.0 -0.1 -0.1
H 0.1 -0.1 0.0
C -0.3 -0.4 0.1
O 0.2 -0.8 -0.7
C -0.3 0.3 -0.2
H -0.1 0.0 0.1
H -0.2 0.0 0.1
C 0.0 0.2 0.4
C 0.3 -0.2 0.7
O 0.1 0.0 0.3
Ga -0.3 -0.5 1.0
H 0.0 0.0 0.1
C -0.1 0.1 0.0
C 0.2 -0.1 -0.2
C -0.3 0.4 -0.1
N 0.6 0.6 0.0
C 0.1 0.0 -0.4
H 0.0 0.0 0.2
H 0.0 0.0 0.2
H 0.0 0.0 0.0
H 0.0 0.0 0.1
H -0.1 0.0 0.0
N 0.5 0.7 -0.3
H 0.0 0.1 -0.1
H 0.1 -0.1 0.2
H -0.1 0.0 0.0
H -0.1 0.0 -0.2
H 0.0 -0.2 -0.1
H 0.2 0.0 -0.1
H 0.1 -0.1 0.0
H 0.0 0.2 0.1
C 0.1 0.0 -0.1
N -0.9 1.1 0.7
C 0.5 -0.5 -0.4
H -0.1 0.0 0.0
O -0.1 0.0 -0.6
C -0.2 -0.2 0.2
H -0.1 0.1 0.0
C 0.0 0.0 0.1

Properties
LUMO energy (eV): -3.408
Net charge: +1
HOMO energy (hartree): -0.407
HOMO-LUMO gap (eV): 7.66


A molecular structure, C15H25AsBF4NO7Tc, computed with ωB97M-V/def2-TZVPD.

Last column: Mulliken charge in e.
CARTESIAN COORDINATES (ANGSTROEM)
H 2.84455 -0.77175 0.93289  -0.0792
C -0.31757 -2.86041 -0.30440  -0.3507
H -2.01795 1.64296 3.06249  0.3537
C -4.06946 0.39281 -0.18168  -1.0038
O -0.78351 1.93010 -0.27111  0.5317
H 4.55603 -0.40002 -0.76614  0.3958
H -1.02109 -4.83550 -0.61309  0.4679
H -3.77102 -2.15002 1.82349  0.3992
H -3.79369 1.79295 2.94335  0.4896
O 1.04014 0.44350 1.57115  -0.3734
C 2.74127 -0.48904 -1.90959  -0.7055
H 1.07572 3.68843 2.00382  0.3539
F -1.98245 0.97042 -3.42395  -0.2310
O -1.45537 -0.45649 0.82355  -0.5087
C 3.15023 -1.61502 0.31920  -0.7373
C 2.18066 -3.89130 -0.05112  -0.8320
C 1.04971 3.54097 -0.46085  -0.9591
As -2.97900 0.13912 1.35034  0.7058
O 1.80445 2.66233 0.31941  -0.4719
C -0.34768 3.02523 -0.67312  0.4060
C 3.77042 -1.12190 -1.00263  -0.7478
H 1.50770 3.63263 -1.44488  0.4187
H -3.52961 0.98254 -0.91883  0.2236
H 3.89954 -2.16178 0.88538  0.6234
H -4.31640 -0.57967 -0.59333  0.3643
C 0.82725 1.59067 2.27547  0.4294
C -2.86265 1.72710 2.38221  -1.0425
C 1.98273 -2.52830 0.08099  0.9315
F 0.19761 1.65971 -3.13442  -0.3027
H 0.98944 4.54075 -0.03156  0.5062
H -2.76059 2.58837 1.73067  0.2918
C 1.12061 -4.74201 -0.30512  -0.4245
H -4.62081 -0.96005 2.84157  0.4539
H -4.97741 0.90557 0.12845  0.4562
H 1.28612 -5.80670 -0.41188  0.4544
H -2.94900 -1.43979 3.23800  0.3806
H -1.28628 -2.40017 -0.41546  0.4964
O 0.11562 1.65711 3.23202  -0.6074
H 4.24331 -1.94181 -1.54608  0.4680
F -0.64011 -0.38258 -1.80624  -0.3617
C -3.65673 -1.25922 2.43325  -1.1320
Tc 0.18100 -0.02378 -0.09066  0.8268
H 2.44940 1.18349 -0.74046  0.3141
N 0.72815 -2.02776 -0.05900  0.7822
C -0.15779 -4.21212 -0.42499  -0.9159
B -0.67677 0.69204 -3.52489  0.5184
H 2.57939 2.78695 2.21987  0.4023
H -1.95901 3.50000 -1.53621  0.4295
H 2.03536 -1.20371 -2.31898  0.3694
O -1.09827 3.87830 -1.29512  -0.4633
C 1.60277 2.77607 1.74068  -0.5419
O 1.92697 0.45973 -1.12294  -0.2380
H 3.18629 -4.27530 0.05615  0.5326
F -0.22798 -0.30374 -4.27709  -0.2107
H 3.18574 0.05007 -2.73856  0.4635

Force components x, y, z for each atom (eV/Å):
H 0.0 0.0 0.0
C 0.3 0.2 0.0
H 0.0 0.1 0.0
C 0.0 0.1 0.0
O 0.6 0.2 -0.3
H 0.0 0.0 0.0
H 0.1 0.0 0.0
H 0.0 -0.1 0.0
H 0.0 0.1 0.0
O 0.0 0.7 0.4
C 0.0 0.1 0.2
H 0.0 0.1 0.0
F 0.5 0.0 -0.1
O -0.1 0.0 0.1
C -0.1 0.0 -0.2
C 0.1 -0.2 0.0
C -0.1 -0.2 0.0
As 0.1 -0.1 -0.1
O 0.2 0.2 0.4
C -0.3 -0.1 0.1
C 0.0 0.0 0.2
H 0.1 0.0 -0.1
H 0.0 0.0 0.0
H 0.1 0.0 0.0
H 0.0 -0.1 -0.1
C -0.1 -0.7 -0.4
C 0.1 0.0 0.0
C -0.3 0.1 0.0
F -0.5 -0.4 -0.1
H 0.0 0.1 0.0
H 0.0 0.1 0.0
C 0.0 0.0 0.0
H 0.0 0.0 0.0
H -0.1 0.0 0.0
H 0.0 0.0 0.0
H 0.0 0.0 0.1
H 0.1 0.0 0.0
O 0.1 0.0 0.0
H 0.0 0.0 0.0
F 0.1 0.0 0.0
C 0.0 0.0 0.0
Tc -0.4 0.2 0.3
H 0.0 0.1 0.2
N -0.1 0.0 0.0
C 0.0 -0.2 0.0
B 0.1 0.0 0.0
H 0.1 0.0 0.0
H -0.1 0.0 0.0
H -0.2 0.0 0.0
O 0.0 0.0 0.0
C 0.1 -0.2 -0.3
O 0.0 -0.3 -0.5
H 0.0 0.0 0.0
F -0.2 0.5 0.2
H 0.0 0.2 0.0

Properties
LUMO energy (spin up / spin down) (eV): -6.416 / -7.825
Net charge: +2
HOMO energy (spin up / spin down) (hartree): -0.586 / -0.587
Energy above the lowest of the compared OMol25 structures with the same formula, charge and spin (kJ/mol): 0.0
Spin multiplicity: 4
HOMO-LUMO gap (spin up / spin down) (eV): 9.53 / 8.15